Entry 1:
Formula: C22H56Br4N4O8V
Source: the Open Molecules 2025 dataset
Level of theory: ωB97M-V with the def2-TZVPD basis set

Last column: Löwdin charge in e.
Geometry (Å):
Br1 10.895 -6.962 -0.148  0.66
Br2 14.804 -5.519 -2.122  0.64
Br3 10.959 -8.423 -5.628  0.61
Br4 6.523 -7.513 -6.893  0.59
V1 10.108 -3.118 -4.335  0.89
O1 11.894 -2.037 -5.367  -0.33
O2 10.055 -4.408 -5.292  -0.36
O3 11.192 -4.571 -9.033  -0.18
O4 14.930 -1.716 -6.262  -0.47
O5 8.511 -2.551 -6.098  -0.24
O6 10.691 -3.558 -2.892  -0.39
O7 6.036 -5.667 -2.092  -0.20
O8 7.830 -0.432 -0.470  -0.16
N1 9.557 -0.774 -4.008  0.06
N2 9.679 -5.498 -12.174  0.01
N3 7.334 -3.411 -0.330  0.05
N4 8.055 -4.002 -3.432  0.04
C1 7.981 0.975 -4.787  -0.04
C2 8.417 -3.086 -7.393  -0.11
C3 9.519 -3.735 0.730  -0.05
C4 13.061 -2.116 -4.526  -0.34
C5 8.386 -2.737 0.403  -0.43
C6 6.223 -5.658 -3.472  -0.21
C7 9.331 -7.567 -6.429  -0.67
C8 11.947 -5.246 -8.062  -0.10
C9 4.828 -6.430 -1.683  -0.06
C10 12.676 -6.940 -0.966  -0.69
C11 13.144 -5.511 -1.088  -0.71
C12 8.377 -1.137 -6.146  -0.19
C13 10.648 -5.473 -9.995  -0.20
C14 8.097 -8.225 -5.898  -0.65
C15 8.721 -6.321 -3.006  -0.06
C16 8.699 -3.785 -10.803  -0.07
C17 6.883 -0.250 0.561  -0.10
C18 9.986 -4.584 -11.044  -0.40
C19 8.315 -0.542 -4.721  -0.39
C20 14.446 -2.532 -5.194  -0.47
C21 7.759 -5.415 -3.758  -0.37
C22 8.758 -1.368 -0.128  -0.26
H1 8.207 -9.259 -6.226  0.05
H2 8.718 1.475 -5.415  0.08
H3 10.279 -0.450 -4.636  0.09
H4 4.910 -7.487 -1.936  0.08
H5 6.394 0.722 0.503  0.09
H6 8.482 -6.198 -1.950  0.05
H7 9.152 -4.714 1.038  0.05
H8 12.925 -5.581 -8.407  0.09
H9 15.231 -2.552 -4.438  0.05
H10 5.994 -6.694 -3.722  0.09
H11 8.431 -3.346 -11.764  0.07
H12 12.407 -4.922 -1.633  0.02
H13 9.402 -1.465 -1.002  0.12
H14 7.479 -1.140 -4.357  0.13
H15 8.785 -5.967 -12.139  0.06
H16 9.823 -4.862 -12.945  0.06
H17 10.744 -3.908 -11.441  0.14
H18 9.193 -2.752 -8.082  0.08
H19 12.665 -7.462 -1.923  0.05
H20 8.520 -7.361 -3.263  0.06
H21 7.322 -3.397 -3.774  0.08
H22 7.841 -5.531 -4.838  0.09
H23 9.561 -0.364 -3.085  0.09
H24 8.795 -2.869 -10.219  0.06
H25 9.241 -0.831 -6.735  0.14
H26 11.404 -6.034 -10.544  0.12
H27 3.836 -6.105 -1.995  0.08
H28 7.796 -8.213 -4.850  0.03
H29 7.596 -0.814 -6.834  0.13
H30 14.369 -3.537 -5.610  0.05
H31 7.840 -4.334 -10.416  0.08
H32 11.375 -6.004 -7.527  0.05
H33 6.922 -4.114 0.267  0.08
H34 6.965 1.261 -5.062  0.07
H35 12.183 -4.456 -7.349  0.09
H36 5.575 -5.088 -4.137  0.12
H37 9.785 -6.084 -3.008  0.06
H38 9.970 -3.291 1.617  0.08
H39 7.454 -0.153 1.485  0.09
H40 8.706 -4.136 -7.442  0.09
H41 7.541 -2.857 -7.999  0.09
H42 7.794 -4.027 -2.457  0.05
H43 6.186 -1.086 0.517  0.08
H44 9.922 -6.151 -9.547  0.11
H45 4.885 -6.484 -0.595  0.08
H46 10.248 -3.902 -0.064  0.05
H47 9.301 -7.618 -7.518  0.04
H48 7.874 -2.427 1.314  0.11
H49 12.929 -2.685 -3.606  0.05
H50 6.618 -2.710 -0.455  0.06
H51 13.193 -1.069 -4.254  0.08
H52 13.329 -5.002 -0.142  0.06
H53 13.450 -7.406 -0.356  0.05
H54 9.443 -6.503 -6.224  0.01
H55 8.181 1.413 -3.809  0.07
H56 9.539 -0.992 0.534  0.13

## Properties
HOMO-LUMO gap ... 3.0 eV
E_LUMO ... 1.707 eV
HOMO ... -0.0493 Ha
Charge ... -1

=====

Entry 2:
Formula: C22H58BN7O6P2Si
Source: the Open Molecules 2025 dataset
Level of theory: ωB97M-V with the def2-TZVPD basis set

Last column: Löwdin charge in e.
Geometry (Å):
P1 6.644 -2.059 -0.412  0.76
P2 -1.628 3.051 -2.285  0.75
Si1 -2.498 -0.982 1.724  0.67
O1 -0.321 -0.857 3.698  0.06
O2 6.574 -3.128 0.672  -0.30
O3 -10.465 -2.636 2.665  0.13
O4 -1.875 1.902 -1.319  -0.30
O5 0.196 -2.266 1.805  -0.01
O6 -8.330 -2.259 2.321  -0.03
N1 5.472 -1.003 0.279  -0.32
N2 5.907 -3.104 -1.602  -0.36
N3 7.001 -0.882 -1.716  -0.30
N4 -1.687 4.311 -3.552  -0.30
N5 -0.009 2.631 -2.697  -0.32
N6 -1.648 4.283 -1.048  -0.35
N7 -3.167 0.311 2.731  0.00
C1 2.122 -2.712 3.321  -0.07
C2 -9.438 -2.336 3.113  -0.39
C3 -3.492 -2.611 1.742  -0.26
C4 -5.281 0.966 3.680  -0.04
C5 -1.734 5.741 -3.275  -0.13
C6 0.087 1.422 -3.514  -0.14
C7 4.565 -0.130 -0.436  -0.14
C8 -0.473 4.475 -0.210  -0.13
C9 -7.144 -2.548 3.092  -0.20
C10 5.959 -0.297 1.464  -0.14
C11 6.646 -1.083 -3.115  -0.13
C12 8.419 -0.467 -1.650  -0.15
C13 4.468 -3.326 -1.568  -0.13
C14 6.585 -4.395 -1.717  -0.15
C15 -2.741 3.990 -4.539  -0.14
C16 -4.584 -2.729 2.863  -0.23
C17 0.798 -3.230 2.692  -0.23
C18 -4.975 0.809 1.068  -0.04
C19 1.033 3.554 -3.093  -0.14
C20 -4.362 0.641 2.470  -0.46
C21 -5.974 -2.947 2.175  -0.17
C22 -2.833 4.207 -0.196  -0.15
B1 -0.690 -1.421 2.450  -0.63
H1 2.525 -1.880 2.722  0.08
H2 6.291 -5.087 -0.921  0.08
H3 -9.287 -2.066 4.179  0.15
H4 1.101 1.015 -3.493  0.08
H5 2.008 3.070 -2.995  0.08
H6 -6.225 1.392 3.309  0.06
H7 6.357 -4.856 -2.682  0.08
H8 -6.091 -3.988 1.836  0.12
H9 -5.429 0.097 4.331  0.06
H10 3.923 -2.468 -1.966  0.05
H11 6.932 -0.194 -3.688  0.09
H12 -3.745 4.128 -4.120  0.08
H13 -0.003 0.035 3.484  0.10
H14 1.943 -2.351 4.345  0.07
H15 2.896 -3.495 3.376  0.07
H16 7.670 -4.267 -1.668  0.07
H17 -3.724 3.986 -0.791  0.07
H18 -5.986 1.238 1.198  0.07
H19 0.931 3.890 -4.134  0.08
H20 -2.739 3.431 0.572  0.07
H21 4.089 -0.620 -1.282  0.05
H22 -0.065 3.530 0.167  0.09
H23 -2.633 6.043 -2.733  0.08
H24 -2.644 4.604 -5.436  0.08
H25 -4.787 1.738 4.295  0.08
H26 5.055 0.782 -0.806  0.08
H27 -2.292 -0.608 0.306  -0.01
H28 4.098 -3.539 -0.558  0.09
H29 6.516 -0.966 2.122  0.07
H30 -5.981 -2.293 1.285  0.10
H31 -3.961 -2.788 0.762  0.07
H32 4.190 -4.163 -2.213  0.08
H33 -3.004 5.167 0.299  0.08
H34 8.603 0.411 -2.271  0.08
H35 -0.856 6.069 -2.722  0.07
H36 -2.649 2.946 -4.858  0.07
H37 9.093 -1.272 -1.964  0.08
H38 -5.116 -0.129 0.512  0.07
H39 3.752 0.176 0.227  0.08
H40 -0.189 1.622 -4.560  0.08
H41 1.022 -4.148 2.127  0.12
H42 -6.875 -1.643 3.666  0.11
H43 1.076 4.437 -2.459  0.05
H44 6.625 0.531 1.180  0.08
H45 -2.777 -3.437 1.909  0.07
H46 7.144 -1.945 -3.564  0.08
H47 -0.709 5.106 0.649  0.08
H48 -4.616 -1.883 3.562  0.08
H49 -7.289 -3.371 3.814  0.13
H50 0.315 5.008 -0.745  0.05
H51 5.135 0.107 2.057  0.08
H52 8.680 -0.190 -0.622  0.07
H53 -1.712 6.290 -4.222  0.09
H54 -4.395 -3.630 3.474  0.11
H55 5.570 -1.185 -3.242  0.07
H56 -4.418 1.567 0.495  0.07
H57 -0.574 0.642 -3.134  0.07
H58 0.101 -3.483 3.510  0.12

## Properties
HOMO-LUMO gap ... 7.4 eV
E_LUMO ... -0.615 eV
HOMO ... -0.2942 Ha

=====

Entry 3:
Formula: C22H58F3LiO14
Source: the Open Molecules 2025 dataset
Level of theory: ωB97M-V with the def2-TZVPD basis set

Last column: Löwdin spin population.
Geometry (Å):
F1 -0.258 -1.398 -0.926  0.00
F2 1.690 -1.077 -1.602  0.01
F3 0.547 -2.526 -2.546  0.00
O1 0.336 -0.480 -4.574  0.81
O2 0.473 5.655 0.030  0.00
O3 2.720 1.498 -4.015  0.02
O4 -4.340 -1.039 -0.890  0.00
O5 -1.291 -0.666 2.806  0.00
O6 -2.988 0.151 -5.179  0.00
O7 1.353 7.583 2.160  0.00
O8 2.597 -2.647 -4.943  0.00
O9 3.712 -2.887 1.892  0.00
O10 -6.761 -2.378 -0.108  0.00
O11 -0.068 1.953 2.536  0.00
O12 2.054 -6.085 -1.463  0.00
O13 0.253 1.141 -3.006  0.01
O14 5.036 -5.359 2.782  0.00
C1 3.225 -1.553 1.681  0.00
C2 -0.028 -0.254 -3.214  0.07
C3 1.455 -5.035 -0.821  0.00
C4 -0.438 3.074 -1.469  0.00
C5 -1.325 1.643 1.970  0.00
C6 0.979 6.274 2.403  0.00
C7 -0.235 2.888 3.618  0.00
C8 -1.344 0.087 1.627  0.00
C9 -8.116 -2.850 -0.173  0.00
C10 5.723 -6.650 2.947  0.00
C11 3.640 -5.136 2.952  0.00
C12 -0.227 1.538 -1.661  0.00
C13 0.486 -1.302 -2.018  0.02
C14 1.180 8.483 3.302  0.00
C15 -0.948 -2.054 2.622  0.00
C16 0.333 6.919 -0.443  0.00
C17 -4.254 -0.618 -2.221  0.00
C18 3.871 1.310 -3.117  0.00
C19 3.144 -3.645 3.014  0.00
C20 -5.903 -2.887 -1.156  0.00
C21 1.352 5.447 1.161  0.00
C22 -4.574 -2.419 -0.686  0.00
Li1 -0.020 1.480 -5.402  0.00
H1 3.381 -5.529 3.935  0.00
H2 3.717 0.552 -2.349  0.00
H3 -1.131 1.031 -1.324  0.00
H4 1.638 -5.034 0.254  0.00
H5 2.293 -1.805 -4.602  0.00
H6 0.489 3.481 -1.871  0.00
H7 -1.256 3.342 -2.139  0.00
H8 -0.626 2.407 4.515  0.00
H9 0.122 8.407 3.554  0.00
H10 -8.877 -2.583 0.561  0.00
H11 -0.514 -0.116 0.950  0.00
H12 2.357 5.615 0.772  0.00
H13 -6.069 -2.449 -2.140  0.00
H14 2.160 -1.325 1.648  0.00
H15 3.443 -3.137 3.931  0.00
H16 -1.640 -2.591 1.973  0.00
H17 5.240 -7.175 3.772  0.00
H18 -1.112 -0.326 -3.296  0.05
H19 -5.219 -0.484 -2.709  0.00
H20 0.453 1.153 -0.902  0.00
H21 2.994 -5.930 -1.575  0.00
H22 -0.859 3.729 3.318  0.00
H23 -5.789 -3.971 -1.186  0.00
H24 -8.021 -3.905 0.086  0.00
H25 -3.853 0.121 -5.587  0.00
H26 0.683 3.313 4.025  0.00
H27 1.875 -4.058 -1.061  0.00
H28 -2.193 1.880 2.585  0.00
H29 2.930 -3.110 -4.175  0.00
H30 -3.704 -2.879 -1.156  0.00
H31 -0.264 7.003 -1.351  0.00
H32 4.879 1.182 -3.511  0.00
H33 1.426 5.794 3.274  0.00
H34 -2.511 0.816 -5.676  0.00
H35 6.781 -6.442 3.105  0.00
H36 -0.340 7.496 0.193  0.00
H37 3.934 2.239 -2.551  0.00
H38 -0.095 6.231 2.586  0.00
H39 3.601 -1.133 2.614  0.00
H40 1.880 1.459 -3.552  0.00
H41 2.063 -3.779 3.032  0.00
H42 0.391 -5.108 -1.046  0.00
H43 1.326 9.539 3.074  0.00
H44 1.319 7.367 -0.561  0.00
H45 3.557 -1.146 0.726  0.00
H46 -8.605 -2.843 -1.147  0.00
H47 3.103 -5.755 2.233  0.00
H48 1.801 8.153 4.135  0.00
H49 1.313 4.370 1.321  0.00
H50 -3.615 0.263 -2.166  0.00
H51 -1.573 2.362 1.190  0.00
H52 -4.527 -2.639 0.381  0.00
H53 -3.637 -1.314 -2.789  0.00
H54 0.076 -2.102 2.253  0.00
H55 -2.327 -0.149 1.220  0.00
H56 5.525 -7.413 2.194  0.00
H57 -0.633 3.319 -0.425  0.00
H58 -0.797 -2.571 3.570  0.00

## Properties
HOMO-LUMO gap (alpha / beta) ... 6.4 / 3.8 eV
E_LUMO (alpha / beta) ... -4.560 / -7.159 eV
HOMO (alpha / beta) ... -0.4023 / -0.4023 Ha
2S+1 ... 2
Charge ... +1
<S²> ... 0.755